Record 1
The following is a DFT calculation (wB97M-V/def2-TZVPD) of 2 unconnected molecules or ions with the total composition C4H11N3O at a distorted geometry.

```
19
Properties=species:S:1:pos:R:3:forces:R:3
N -2.568 -1.356 1.380 0.041 -0.097 0.093
H 0.981 1.814 -2.208 0.052 0.068 0.002
H 1.787 1.919 0.626 -0.050 -0.094 -0.069
H -1.744 0.143 0.231 0.091 0.060 0.110
H 1.586 3.245 -1.350 -0.011 -0.028 -0.034
H 0.784 -1.493 1.147 -0.054 -0.082 -0.027
C 1.033 0.194 -0.101 -0.804 0.065 0.437
N -1.409 -1.651 -0.654 0.256 -0.023 0.299
H -2.605 -2.341 1.602 -0.002 0.216 -0.057
H 2.686 1.907 -1.743 -0.047 0.015 -0.039
C 1.664 2.161 -1.437 0.089 -0.010 -0.052
N 1.286 1.562 -0.173 0.167 -0.069 -0.119
O 0.715 -0.368 -1.260 -0.957 -0.945 0.142
H -1.495 -2.656 -0.521 -0.142 0.046 0.075
C -1.852 -0.930 0.318 -0.418 -0.373 -0.462
H -0.160 -1.094 -1.096 1.170 1.310 -0.252
H -2.789 -0.713 2.121 0.091 -0.058 -0.077
H 1.184 0.081 2.016 -0.013 0.111 0.035
C 0.916 -0.426 1.101 0.540 -0.112 -0.005
```
Forces are in eV/Å.

Charge: 0
Structure (SMILES): [H]/N=C\N.C=C(O)NC
Energy above the lowest of the compared OMol25 structures with the same formula, charge and spin, kcal/mol: 44.8
HOMO level, eV: -7.05
Frontier orbital gap, Ha: 0.2866


Record 2
The following is a DFT calculation (wB97M-V/def2-TZVPD) of a molecular structure, C36H52AlN9O2Sb.

```
101
Properties=species:S:1:pos:R:3:forces:R:3
Al -1.489 -0.532 0.977 -0.029 0.432 0.484
O 0.933 -1.626 2.887 -0.018 -0.118 0.007
H 0.561 1.202 -3.884 0.064 0.022 -0.020
C 2.149 -0.881 3.110 -0.014 0.008 -0.055
C -4.530 -2.915 2.873 -0.032 -0.049 -0.016
H -3.973 4.709 3.698 0.049 -0.010 0.004
C -1.407 0.557 -1.823 -0.047 0.083 0.008
H 5.227 0.837 -2.293 0.006 0.020 -0.004
H -4.215 -2.578 0.682 0.049 -0.061 0.031
C 4.352 -2.739 -2.689 -0.001 -0.061 0.088
H 4.875 -3.656 -2.389 -0.028 0.018 -0.023
H 0.359 1.670 5.979 -0.027 -0.012 -0.014
H 1.819 -2.290 -4.571 -0.021 0.019 -0.021
C 3.580 -0.183 -4.847 -0.104 0.011 -0.035
H -3.104 -0.945 -2.971 -0.001 0.019 -0.036
H 4.769 -1.862 -0.182 0.009 -0.014 0.017
C -3.967 6.245 1.423 -0.035 -0.134 0.000
H 1.674 -3.480 -2.726 -0.010 -0.015 0.031
H 3.138 0.452 0.856 0.042 0.006 0.013
H -3.772 -3.711 -5.086 0.002 -0.016 -0.007
H 4.106 -1.128 -4.746 0.028 -0.022 -0.010
C 3.270 -2.420 -1.664 -0.021 0.188 0.006
H 2.370 -0.994 4.167 0.005 -0.026 0.020
H -3.793 -1.432 -4.476 -0.003 0.010 0.004
C -1.511 -1.038 5.284 0.002 -0.134 -0.003
H -3.046 4.550 -0.435 0.006 -0.004 0.037
C 2.361 2.320 -1.003 0.016 0.007 -0.013
C -3.954 -2.398 1.712 -0.003 0.036 -0.032
C -2.631 2.751 0.673 0.003 0.013 0.018
C -3.100 2.898 3.000 -0.022 0.057 -0.006
H 5.113 2.438 -1.556 -0.022 -0.017 -0.021
C -1.986 -0.658 4.037 -0.174 -0.021 0.024
N -3.335 -3.911 -4.205 0.003 0.009 -0.030
C -0.310 1.008 5.441 -0.003 -0.019 -0.003
H 4.328 1.752 0.699 -0.021 -0.014 -0.024
H 0.470 -1.525 7.282 0.000 0.020 0.006
N -1.689 0.820 -0.540 -0.126 -0.201 -0.209
H -1.785 -2.008 5.686 0.016 0.017 -0.032
H 1.229 -1.160 -5.792 -0.004 0.004 0.032
C -3.827 -2.333 3.901 0.005 0.011 -0.033
H 2.839 3.206 -0.566 -0.011 -0.021 -0.015
C 0.111 -1.254 1.935 -0.038 0.170 0.198
C 3.395 1.202 -1.165 -0.045 -0.195 -0.066
H 2.959 -1.294 2.515 0.017 -0.010 -0.042
H -0.985 -0.884 8.035 0.014 0.013 0.004
H 5.098 -1.946 -2.760 0.003 -0.015 -0.017
C 4.539 1.653 -2.064 -0.011 0.045 0.082
H -2.794 3.481 -1.998 0.029 -0.007 0.067
C -2.066 -2.544 -1.268 0.035 -0.098 -0.014
C -3.566 4.182 2.843 0.005 -0.034 -0.008
C 1.534 1.151 -4.383 -0.002 -0.044 -0.035
H 4.233 0.609 -4.491 0.019 -0.001 0.000
H -1.720 1.691 -3.710 0.008 -0.001 0.046
H 1.370 1.293 -5.459 0.003 -0.008 0.031
N -1.693 -1.937 -0.353 -0.113 0.251 -0.271
C 3.932 0.848 0.219 -0.085 0.025 0.011
H -0.464 2.322 3.756 -0.004 -0.009 0.017
C 1.362 -1.309 -4.712 0.014 0.040 -0.033
H 2.001 0.167 2.862 -0.008 0.032 0.007
C -2.558 2.149 1.936 -0.043 -0.226 -0.027
C -0.160 -0.637 7.365 -0.025 -0.001 -0.103
C -1.817 1.601 -2.641 -0.001 -0.046 -0.011
C -2.352 2.529 -1.776 0.040 -0.002 -0.061
C 3.871 -2.471 -0.261 -0.068 -0.010 -0.013
H 2.135 1.992 -4.032 -0.023 -0.007 -0.035
H 1.921 2.618 -1.959 0.005 0.015 0.045
H -3.913 6.785 2.368 0.011 0.013 -0.018
H 0.428 0.154 7.828 -0.007 -0.011 -0.003
N -2.429 -3.331 -2.213 0.075 -0.386 0.039
H 2.560 -4.462 -1.553 -0.008 0.025 -0.013
H 1.375 -3.269 -0.995 0.016 -0.032 0.003
C -0.771 1.379 4.192 0.088 -0.044 -0.068
N -2.245 2.055 -0.523 -0.073 0.052 0.093
N -2.051 0.880 2.140 0.450 -0.097 0.189
H 3.934 -2.918 -3.679 0.021 0.031 -0.017
C -3.523 4.815 1.600 -0.033 0.145 0.056
Sb 2.185 -0.495 -1.926 0.058 -0.064 -0.316
N -2.895 -1.526 3.356 -0.026 0.189 0.008
H 4.150 -3.504 -0.021 -0.012 0.021 -0.014
C 2.229 -0.188 -4.135 0.075 -0.022 0.173
H -0.877 -0.344 -2.081 0.005 0.017 0.034
H -5.345 -3.612 2.959 0.016 0.034 -0.028
H 4.739 0.120 0.173 0.031 0.026 0.012
H 3.154 -2.138 0.494 0.030 -0.019 0.017
H -3.340 6.765 0.699 -0.012 0.006 0.013
H -3.935 -2.429 4.968 0.025 0.070 -0.021
H 4.176 2.075 -3.001 0.024 -0.011 -0.010
H 1.549 2.010 -0.339 0.026 0.031 0.004
C 2.150 -3.462 -1.742 0.033 -0.011 -0.019
C -1.629 0.559 3.454 -0.214 0.073 -0.065
H 3.418 -0.014 -5.920 -0.002 -0.004 0.033
H 0.367 -1.328 -4.252 0.012 -0.027 -0.008
H -3.066 -4.857 -3.993 -0.004 0.005 0.019
N -3.346 -1.684 -3.612 -0.003 -0.030 0.019
N -2.966 -1.560 2.009 -0.023 -0.228 -0.014
H -5.000 6.300 1.071 0.012 0.003 0.004
C -3.070 4.070 0.533 0.004 -0.030 -0.107
C -3.028 -2.955 -3.329 0.024 0.249 0.064
O 0.447 -0.337 1.122 0.088 0.035 -0.074
H -3.145 2.435 3.976 0.005 0.022 -0.005
C -0.672 -0.212 6.012 0.035 0.047 0.079
```
Forces are in eV/Å.

Charge: +1
Energy above the lowest of the compared OMol25 structures with the same formula, charge and spin, kcal/mol: 81.6
HOMO level, eV: -9.35
Frontier orbital gap, Ha: 0.2631


Record 3
The following is a DFT calculation (wB97M-V/def2-TZVPD) of 2 unconnected molecules or ions with the total composition C3H5N5O2 at a distorted geometry.

```
15
Properties=species:S:1:pos:R:3:forces:R:3
N 1.666 -1.195 -0.043 -0.129 -0.042 0.134
O 1.288 -2.216 0.494 -1.126 0.233 0.095
H -1.633 1.355 -0.722 0.402 0.983 -0.603
O 2.833 -1.018 -0.283 0.638 1.244 -0.831
H -2.701 0.285 -0.058 -1.806 -0.330 0.087
C -0.842 -0.554 -0.067 0.815 3.213 -1.973
N 0.790 0.551 -1.390 1.925 1.029 -1.495
N 1.644 1.416 1.924 -0.414 -0.382 0.016
N 0.892 0.638 1.739 0.735 1.180 1.942
H -0.835 -1.149 0.757 -0.129 -1.667 2.300
H -1.737 1.170 1.043 0.348 0.571 0.848
H -1.294 -1.078 -0.916 0.717 -0.309 0.012
C -1.750 0.694 0.098 0.822 -1.703 -0.330
N 1.031 1.210 -2.273 -0.396 -0.196 0.344
C 0.651 -0.110 -0.302 -2.402 -3.823 -0.545
```
Forces are in eV/Å.

Charge: 0
Energy above the lowest of the compared OMol25 structures with the same formula, charge and spin, kcal/mol: 93.6
HOMO level, eV: -9.43
Frontier orbital gap, Ha: 0.3343


Record 4
The following is a DFT calculation (wB97M-V/def2-TZVPD) of a gas-phase ion, C4H7N4O2 (charge +1) at a distorted geometry.

```
17
Properties=species:S:1:pos:R:3:forces:R:3
C 0.506 3.161 -0.010 0.849 -1.637 0.614
H -1.253 1.847 -1.485 0.335 0.110 -0.183
H 0.219 -0.895 2.067 0.269 0.230 -0.390
H -2.121 -0.798 0.326 -0.369 0.584 0.185
C -0.590 0.236 -0.390 -1.060 -0.710 0.425
C 1.024 -1.524 -0.444 0.312 -1.905 -1.095
N -0.504 2.538 0.353 -1.301 0.028 0.050
H -1.097 -2.010 1.907 0.004 -0.075 -0.067
C -0.420 -1.386 1.329 -0.787 -0.510 0.901
H 1.941 -1.094 -0.026 -0.370 0.563 0.189
H 1.356 -2.231 -1.202 -0.077 -0.019 -0.017
O 0.276 -2.238 0.459 -0.218 0.442 -0.134
H 0.908 0.199 -1.508 -0.146 -0.279 -0.971
N 0.220 -0.469 -1.163 1.739 1.692 1.464
N -1.245 -0.387 0.635 1.196 -0.272 0.534
O 1.579 3.502 -0.215 0.070 1.213 -0.301
N -0.801 1.548 -0.633 -0.447 0.545 -1.204
```
Forces are in eV/Å.

Charge: +1
Structure (SMILES): O=C=NNC1=[NH+]COCN1
Energy above the lowest of the compared OMol25 structures with the same formula, charge and spin, kcal/mol: 24.7
HOMO level, eV: -14.50
Frontier orbital gap, Ha: 0.3308


Record 5
The following is a DFT calculation (wB97M-V/def2-TZVPD) of a molecular structure, C33H63CrN6O3 at a distorted geometry.

```
106
Properties=species:S:1:pos:R:3:forces:R:3
H -0.103 -5.150 0.130 0.443 -0.193 0.115
C 2.545 2.084 1.664 0.570 1.768 0.365
H -4.060 -3.460 1.684 0.197 -0.512 -0.050
H -2.946 -2.494 3.818 -0.036 -0.492 -0.174
N 1.123 -0.998 2.439 2.865 -0.229 1.982
H -4.166 3.219 -1.016 0.931 -0.752 -0.288
H 2.382 5.295 2.349 -0.607 -0.620 0.035
H 0.527 3.939 -2.528 -0.030 0.349 0.216
H 4.547 -2.077 -2.412 -0.192 -0.081 0.004
H -1.325 -3.100 -4.675 0.553 0.272 0.014
C -0.354 2.101 -1.921 -1.460 0.726 0.066
H 2.583 3.172 3.458 0.300 -0.539 0.133
H 2.967 -2.280 4.541 0.398 0.200 0.669
H 3.748 5.899 0.318 -0.563 0.232 0.131
C -3.890 -3.819 -5.301 0.500 -1.513 -3.828
O -0.500 1.132 -0.951 0.924 -2.046 2.696
H -2.394 -4.028 -2.780 0.559 0.040 0.555
C -2.275 2.359 3.935 0.080 -0.884 -1.089
H -0.217 2.868 3.650 0.236 0.737 -0.029
H 1.188 1.390 -3.296 0.128 -0.356 0.268
H 4.413 4.370 0.347 -0.041 -0.489 -0.423
C 5.943 -0.954 -3.577 0.253 0.557 -0.536
N -5.599 0.080 1.941 0.347 0.468 -0.628
H 4.182 2.916 2.595 -0.115 -0.673 0.554
C -1.555 -2.414 -3.861 -0.635 0.273 0.315
H -0.055 2.251 -4.070 -0.196 0.553 0.193
C 3.695 -0.101 4.862 0.910 -1.610 0.135
H -0.767 -2.212 -3.135 0.476 -0.009 -0.547
N 2.191 1.261 0.967 -0.848 -1.261 -0.944
H -0.811 -3.927 -0.777 0.133 0.359 -0.422
H 2.989 -1.264 -4.073 0.102 0.172 -0.266
H -2.990 -0.872 3.371 0.233 0.347 -0.543
H 2.690 4.510 -0.111 0.046 0.067 0.157
C -2.348 -2.264 1.705 1.822 0.266 0.738
C 3.252 -1.376 4.004 -0.596 1.232 -0.402
C -4.876 2.599 -0.469 0.721 -0.760 -1.633
C -6.023 2.396 -1.498 -0.991 0.503 1.754
H 1.343 3.189 -1.140 0.226 -0.128 -0.155
H -2.063 1.722 4.794 0.328 0.232 0.117
C 2.908 0.145 6.118 -1.346 0.472 0.346
C 5.783 -1.457 -4.952 0.360 1.204 4.124
H -4.084 0.444 -0.693 -0.275 0.321 -0.595
C -2.419 -1.781 3.183 -0.551 -0.318 -0.207
C -3.932 -3.265 -3.884 -0.946 0.446 -0.137
H -3.544 -3.048 0.037 0.469 -0.019 0.087
H -1.775 4.724 2.580 0.195 0.061 0.533
H 3.101 1.104 6.599 0.365 0.123 -0.272
C 3.114 3.114 2.508 0.750 2.764 0.167
H -1.875 -3.246 1.734 1.093 -0.203 0.416
H 1.043 -4.477 -2.709 -0.600 0.218 0.050
C 3.223 4.672 2.044 -1.059 -0.026 -0.750
H 6.146 0.112 -3.687 0.313 0.099 -0.054
C 1.061 -4.762 -1.657 0.444 0.600 0.478
H 2.322 -4.285 0.028 -0.148 0.522 0.347
C 2.093 -3.792 -0.917 -0.838 -0.722 -0.442
H 3.904 0.777 4.251 -0.649 -0.092 -0.245
H 2.686 -0.137 -2.769 0.151 0.186 -0.100
H 4.065 -1.647 3.331 0.015 -0.001 -0.026
H -0.988 -5.586 -1.262 0.301 -0.055 -0.525
H 6.834 -1.413 -3.148 -0.112 -0.053 0.136
C 0.115 1.568 -3.237 0.823 -0.519 -1.311
H -2.354 3.631 1.438 0.231 -0.681 -0.213
N 5.644 -1.835 -5.996 -0.476 -1.383 -3.807
H 1.454 -5.779 -1.671 0.576 0.131 0.154
H -2.823 -2.442 -2.149 -0.640 -0.019 -0.153
H -4.950 3.298 0.364 -1.344 -0.441 0.353
H 4.026 5.225 2.532 0.419 -0.887 0.504
H -1.393 2.336 -2.153 -0.456 0.809 -0.049
H -1.928 -1.469 -4.258 0.379 0.182 -0.257
N 1.273 -1.291 -0.630 -0.567 0.247 0.710
H 3.037 -3.804 -1.461 -0.066 0.365 -0.139
H 4.866 -0.476 -1.801 0.066 0.073 -0.027
H -3.265 1.452 0.387 0.145 -0.096 0.378
C 2.058 -1.154 3.140 -2.611 0.728 -2.036
H 3.820 0.330 -4.108 -0.505 0.132 -0.087
C 0.373 3.420 -1.582 0.121 -0.950 0.341
H -5.815 1.826 -2.404 0.634 0.085 0.221
C 1.620 -2.378 -0.723 0.562 -1.752 -0.460
H 3.090 -0.593 6.899 0.024 -0.249 -0.243
C 3.470 4.873 0.558 0.929 -0.322 -0.044
C -2.679 -3.015 -3.065 1.059 -2.356 -0.305
C -1.060 2.648 2.994 -1.069 -0.585 -0.980
C -0.259 -4.858 -0.908 -0.690 0.418 0.646
C -5.015 0.603 1.091 -0.896 -0.375 1.296
O -1.585 -1.432 0.861 1.503 1.960 -0.767
Cr -0.158 0.091 0.752 -2.207 1.535 0.208
H -2.822 3.256 4.224 0.323 0.118 0.182
O -0.595 1.547 2.212 0.212 -1.408 -0.678
H -6.841 1.885 -0.990 -0.167 -0.250 -0.069
H -0.612 4.109 1.450 -0.138 -0.161 -0.337
C 4.695 -1.041 -2.718 -0.898 -0.187 -0.180
H 4.681 -0.354 5.252 0.332 -0.237 -0.378
H -0.140 4.028 -0.837 -0.253 0.017 -0.233
N -3.888 -4.342 -6.388 -0.004 2.689 5.535
H -1.425 -1.694 3.622 0.092 0.217 -0.278
H -0.438 0.687 -3.562 0.148 -0.326 0.436
H -6.461 3.354 -1.776 0.186 0.098 -0.202
H -4.408 -1.951 1.106 0.173 0.458 -0.315
C -4.273 1.234 0.034 0.869 1.280 -0.490
C -3.606 -2.688 1.064 -2.695 0.491 0.224
H -2.974 1.765 3.346 -0.214 -0.033 -0.169
H -4.341 -2.265 -3.737 -1.142 -0.122 -1.341
H 1.837 0.169 5.920 -0.169 -0.135 0.010
H -4.581 -3.981 -3.380 -0.121 0.190 0.222
C -1.473 3.819 2.053 0.684 0.262 0.705
C 3.444 -0.474 -3.476 0.937 -0.747 0.841
```
Forces are in eV/Å.

Charge: 0
2S+1: 4
Energy above the lowest of the compared OMol25 structures with the same formula, charge and spin, kcal/mol: 68.9
HOMO level (spin up / spin down), eV: -8.11 / -8.10
Frontier orbital gap (spin up / spin down), Ha: 0.2697 / 0.2911


Record 6
The following is a DFT calculation (wB97M-V/def2-TZVPD) of a molecular structure, C16H18BrFN4OPd.

```
42
Properties=species:S:1:pos:R:3:forces:R:3
C -0.148 -1.240 3.730 0.022 0.008 -0.053
H 1.769 -2.106 -2.303 0.019 0.036 0.010
H 1.802 -3.580 4.780 0.019 0.029 0.003
C 2.534 0.316 -0.978 -0.064 0.028 0.066
H 0.987 -2.627 2.570 -0.026 0.014 0.098
C -2.573 1.379 -3.520 -0.018 -0.047 -0.003
O 3.021 0.900 0.042 -0.225 -0.192 -0.001
C -1.702 -0.118 0.680 0.127 0.045 0.111
H 3.235 -0.184 -1.665 0.032 -0.034 0.043
H -0.711 -1.959 1.100 -0.061 0.118 0.005
H 1.014 2.093 0.882 -0.137 -0.025 -0.023
C 0.520 -1.953 5.628 0.017 -0.035 0.160
C -0.438 0.048 -3.263 0.022 0.074 0.025
H -2.750 0.699 -4.359 0.007 0.016 0.012
H 1.049 -1.917 -3.907 0.004 -0.003 -0.002
C -0.820 1.925 -1.826 0.122 0.109 0.334
H -1.958 -0.264 -0.353 0.004 -0.093 -0.042
H -3.382 1.263 -2.796 0.016 0.008 0.011
C 0.390 1.676 -1.169 -0.180 0.117 0.081
H -0.150 3.239 0.111 -0.128 0.092 0.329
C -1.240 1.115 -2.868 -0.108 0.010 -0.063
H 1.564 3.248 -0.317 0.088 -0.036 0.071
H 0.613 -1.998 6.702 -0.011 -0.021 -0.020
C -0.819 -0.516 2.651 -0.008 0.276 0.149
C 1.124 -2.748 4.700 0.143 -0.072 -0.136
C -1.789 0.990 1.473 -0.053 0.170 0.078
Br 1.514 -3.503 0.395 -0.078 0.146 0.106
C 0.776 -0.213 -2.643 0.017 -0.026 -0.049
C 1.201 0.609 -1.580 0.125 0.021 -0.187
F -2.702 3.515 -0.243 0.037 0.009 -0.035
H -0.761 -0.599 -4.075 -0.023 0.000 0.015
C 0.723 2.609 -0.030 0.196 0.037 -0.415
Pd 2.147 -1.051 0.519 0.335 -0.082 -0.166
N -1.235 0.732 2.707 -0.081 -0.269 -0.066
N -1.092 -1.084 1.444 0.108 -0.113 -0.125
N -0.276 -1.020 5.023 -0.081 0.081 -0.055
H -2.633 2.407 -3.880 0.002 0.013 -0.022
H -2.182 1.964 1.188 -0.020 -0.045 -0.069
H -1.471 2.720 -1.406 0.000 -0.264 -0.191
C 1.588 -1.396 -3.114 -0.047 -0.024 0.013
H 2.560 -1.097 -3.514 0.012 0.000 0.001
N 0.702 -2.275 3.486 -0.124 -0.077 0.004
```
Forces are in eV/Å.

Charge: -2
Energy above the lowest of the compared OMol25 structures with the same formula, charge and spin, kcal/mol: 0.0
HOMO level, eV: -2.02
Frontier orbital gap, Ha: 0.2515


> Number 1 is which compound?

C4H11N3O